Record 1
{
  "formula": "C32H25B3F15O35V",
  "method": "ωB97M-V/def2-TZVPD",
  "elements": ["O", "V", "O", "C", "O", "B", "O", "C", "O", "O", "C", "O", "C", "O", "O", "O", "C", "O", "B", "O", "C", "O", "O", "C", "O", "C", "O", "O", "O", "C", "O", "B", "O", "C", "O", "O", "C", "O", "C", "O", "O", "C", "C", "O", "C", "O", "C", "F", "F", "F", "H", "H", "H", "H", "H", "C", "C", "O", "C", "O", "C", "F", "F", "F", "H", "H", "H", "H", "H", "C", "C", "O", "C", "O", "C", "F", "F", "F", "H", "H", "H", "H", "H", "C", "C", "O", "C", "O", "C", "F", "F", "F", "H", "H", "H", "H", "H", "C", "C", "O", "C", "O", "C", "F", "F", "F", "H", "H", "H", "H", "H"],
  "coordinates": [[-22.4995, 30.3027, -21.0939], [-23.8404, 30.2325, -20.3305], [-28.8751, 27.8381, -26.5432], [-27.8367, 28.4246, -26.3231], [-27.6692, 29.6180, -25.7950], [-26.2307, 29.9274, -25.5984], [-25.5875, 28.9166, -26.5182], [-26.4614, 27.9409, -26.8797], [-26.2766, 26.9625, -27.5585], [-25.7232, 29.6711, -24.2200], [-25.2224, 30.7861, -23.7146], [-24.6618, 30.9587, -22.6215], [-25.3788, 31.9003, -24.7404], [-25.8850, 31.3477, -25.7956], [-25.0318, 33.0509, -24.6148], [-23.4148, 30.5585, -11.7451], [-23.0878, 31.0171, -12.8515], [-23.8531, 31.2320, -13.9381], [-23.0498, 31.7938, -15.0195], [-21.6372, 31.9764, -14.4319], [-21.6314, 31.4952, -13.1717], [-20.6564, 31.3812, -12.4370], [-23.0491, 30.8866, -16.1533], [-23.6022, 31.5087, -17.1595], [-23.7069, 31.0247, -18.3333], [-24.0866, 32.8685, -16.6875], [-23.6477, 33.0139, -15.4959], [-24.6403, 33.6565, -17.3977], [-27.4877, 23.0837, -23.4497], [-26.8864, 24.1229, -23.7583], [-25.8299, 24.6135, -23.0082], [-25.4547, 25.8800, -23.5633], [-26.3131, 26.0920, -24.7023], [-27.1422, 25.1113, -24.8766], [-28.0760, 24.9821, -25.7586], [-25.6610, 26.9270, -22.5877], [-24.5371, 27.4144, -22.2395], [-24.4048, 28.2169, -21.2987], [-23.4330, 26.8736, -23.1225], [-24.0122, 25.9694, -23.8996], [-22.2520, 27.2504, -23.0620], [-16.4270, 30.7410, -18.9796], [-17.9528, 30.6486, -19.0400], [-18.5665, 31.8796, -18.7004], [-19.8741, 31.9608, -18.7206], [-20.6281, 31.0806, -19.0845], [-20.3899, 33.3707, -18.2640], [-21.5193, 33.6388, -18.9037], [-20.6478, 33.2819, -16.9556], [-19.5638, 34.3533, -18.4898], [-16.1593, 30.6281, -17.9291], [-15.8945, 31.5471, -19.4843], [-16.0952, 29.7767, -19.3646], [-18.3480, 29.8110, -18.4652], [-18.0871, 30.5864, -20.1199], [-18.7135, 26.7367, -20.9947], [-20.1252, 27.2530, -20.5459], [-20.2323, 27.2298, -19.0900], [-21.3622, 27.6911, -18.5236], [-22.2852, 28.2784, -19.1415], [-21.4681, 27.6524, -16.9725], [-22.4931, 26.9262, -16.6660], [-20.3691, 27.0832, -16.4853], [-21.5821, 28.8580, -16.3718], [-18.5968, 26.9939, -22.0475], [-18.6081, 25.6524, -20.9611], [-17.8732, 27.0844, -20.3937], [-20.8227, 26.5158, -20.9434], [-20.3107, 28.2400, -20.9695], [-28.4082, 29.5011, -22.4172], [-27.9154, 28.8210, -21.1154], [-28.1456, 29.7222, -19.9910], [-27.2717, 30.5421, -19.4744], [-26.1190, 30.6183, -19.9165], [-27.8207, 31.2888, -18.1601], [-27.9070, 32.5705, -18.4463], [-29.0167, 30.7633, -17.8521], [-26.9810, 31.1558, -17.1455], [-29.4768, 29.7106, -22.3711], [-28.1911, 28.7250, -23.1511], [-28.0019, 30.4762, -22.6859], [-26.9008, 28.4488, -21.2575], [-28.4644, 27.8866, -20.9988], [-25.0113, 27.5020, -14.5606], [-25.5433, 28.1290, -15.8289], [-25.6962, 27.0580, -16.7374], [-25.5824, 27.2762, -18.0372], [-24.9821, 28.2299, -18.5031], [-25.6701, 25.9216, -18.8487], [-26.5270, 25.0380, -18.2093], [-26.1863, 26.2068, -20.0144], [-24.4527, 25.3902, -19.0145], [-25.7736, 26.7985, -14.2257], [-24.8390, 28.2946, -13.8325], [-24.0722, 26.9626, -14.6839], [-24.9304, 28.9368, -16.2291], [-26.5662, 28.4904, -15.7236], [-27.3490, 33.8142, -21.5633], [-26.0886, 34.4013, -20.8353], [-24.9118, 34.4454, -21.7144], [-23.7613, 33.7020, -21.4102], [-23.7008, 32.7440, -20.6231], [-22.5961, 34.1130, -22.2741], [-21.8530, 35.0806, -21.6754], [-21.7808, 33.0280, -22.3382], [-22.9601, 34.5731, -23.4648], [-28.1959, 33.7007, -20.8866], [-27.0962, 32.8394, -21.9804], [-27.6587, 34.5497, -22.3057], [-25.8374, 33.7986, -19.9625], [-26.3187, 35.3997, -20.4635]],
  "s2": 2.03,
  "total_charge": -2,
  "homo_energy_ev": [-2.80, -5.38],
  "homo_lumo_gap_ha": [0.23144, 0.32624],
  "multiplicity": 3
}



Record 2
{
  "formula": "C4H14N2",
  "method": "ωB97M-V/def2-TZVPD",
  "elements": ["C", "C", "C", "H", "H", "H", "H", "H", "H", "H", "H", "N", "C", "N", "H", "H", "H", "H", "H", "H"],
  "coordinates": [[-0.9359, 2.6885, 0.8668], [-2.5193, 2.5686, 0.2759], [-3.0604, 1.1581, 0.0045], [-0.2819, 1.7963, 0.4854], [-0.9604, 2.6140, 2.0305], [-0.3038, 3.6163, 0.7516], [-2.4535, 3.2130, -0.7665], [-3.1401, 3.1053, 0.9982], [-3.3056, 1.0031, -1.0421], [-2.3812, 0.3186, 0.2880], [-3.9937, 0.8285, 0.5392], [2.6625, -3.9444, -0.4654], [2.9794, -2.6304, -0.1732], [2.2031, -1.5823, -0.8487], [2.8408, -4.0552, -1.4804], [1.6478, -4.0253, -0.2012], [2.9418, -2.4788, 0.9492], [4.0298, -2.3699, -0.2894], [1.5237, -0.9398, -0.2613], [2.5069, -0.8840, -1.6613]],
  "homo_energy_ev": -9.02,
  "homo_lumo_gap_ha": 0.36252
}



Record 3
{
  "formula": "C25H26N4O7PdS",
  "method": "ωB97M-V/def2-TZVPD",
  "elements": ["Pd", "C", "C", "O", "C", "C", "C", "N", "N", "C", "O", "C", "C", "C", "C", "C", "C", "H", "H", "H", "H", "H", "H", "H", "H", "H", "H", "H", "H", "O", "C", "O", "C", "O", "O", "C", "C", "C", "N", "C", "S", "N", "C", "O", "C", "C", "C", "C", "C", "C", "H", "H", "H", "H", "H", "H", "H", "H", "H", "H", "H", "H", "H", "H"],
  "coordinates": [[-1.1687, 0.9976, 0.6049], [-1.6804, -1.1912, 4.2139], [-1.7156, -0.0351, 3.2456], [-1.4986, -0.3667, 2.0111], [-2.0070, 1.2241, 3.7079], [-2.0958, 2.4298, 2.9536], [-2.4521, 3.7065, 3.6562], [-1.8706, 2.4642, 1.6749], [-1.9011, 3.6846, 1.0079], [-1.3885, 3.5736, -0.1754], [-0.8788, 2.4766, -0.6724], [-1.3383, 4.7797, -1.0439], [-1.7723, 6.0181, -0.5760], [-1.7223, 7.1298, -1.3998], [-1.2404, 7.0166, -2.6982], [-0.8076, 5.7854, -3.1671], [-0.8543, 4.6703, -2.3429], [-1.2797, -2.0778, 3.7274], [-2.6832, -1.4085, 4.5845], [-1.0563, -0.9481, 5.0738], [-2.1874, 1.3160, 4.7697], [-2.6782, 3.5174, 4.7026], [-3.3045, 4.1814, 3.1725], [-1.6198, 4.4073, 3.5801], [-2.1479, 6.0913, 0.4351], [-2.0610, 8.0890, -1.0297], [-1.2035, 7.8868, -3.3412], [-0.4334, 5.6916, -4.1786], [-0.5213, 3.7041, -2.6957], [3.1304, 1.2730, 3.2580], [2.0349, 1.5993, 3.0641], [0.9454, 1.9216, 2.8392], [2.3989, 1.0302, -0.2976], [3.2675, 1.7719, -0.1113], [1.5188, 0.2902, -0.4477], [3.1738, -1.9304, -2.8969], [1.8969, -2.3976, -3.5893], [0.6320, -1.8185, -2.9744], [0.4682, -2.3356, -1.6206], [-0.4436, -1.9085, -0.7630], [-1.5875, -0.7346, -1.1973], [-0.4544, -2.4039, 0.5205], [0.2852, -3.4158, 1.1269], [0.4496, -3.3988, 2.3250], [0.7950, -4.5471, 0.2917], [-0.0305, -5.1928, -0.6248], [0.4542, -6.2713, -1.3463], [1.7668, -6.6915, -1.1696], [2.5892, -6.0488, -0.2545], [2.0996, -4.9850, 0.4890], [4.0567, -2.3501, -3.3784], [3.2075, -2.2276, -1.8460], [3.2560, -0.8425, -2.9361], [1.8372, -3.4909, -3.5813], [1.9211, -2.0998, -4.6386], [-0.2465, -2.0796, -3.5659], [0.6769, -0.7283, -2.9277], [1.1730, -2.9800, -1.2970], [-0.9365, -1.7878, 1.1907], [-1.0487, -4.8508, -0.7664], [-0.1905, -6.7839, -2.0479], [2.1465, -7.5278, -1.7419], [3.6082, -6.3830, -0.1117], [2.7173, -4.4885, 1.2263]],
  "homo_energy_ev": -7.31,
  "homo_lumo_gap_ha": 0.26551
}